Here is one molecule with the formula C6H5ClN2 from the Open Molecules 2025 dataset. Energies are from ωB97M-V/def2-TZVPD.

```
14
Properties=species:S:1:pos:R:3:forces:R:3
Cl -0.17022 -2.83978 -1.75331 -0.3 0.8 0.4
N -0.15562 -0.57703 -0.17996 -0.5 -1.1 0.2
N -0.08629 -4.96057 1.79492 -0.5 1.9 -1.0
C -0.32204 -1.88773 -0.31973 1.2 -3.8 4.3
C 0.03420 -1.32018 1.87252 1.0 -1.6 3.0
C -0.19026 -3.86049 1.40364 0.8 -3.5 2.0
C -0.23951 0.34165 -1.19843 3.0 0.2 -4.4
C -0.03068 -0.22071 1.09510 0.5 1.0 1.5
C -0.13444 -2.51920 1.15684 -0.9 5.1 -6.1
H -0.60394 -0.26548 -2.05333 0.1 1.2 0.0
H 0.38391 -1.29804 2.93256 -0.9 0.0 -0.9
H -0.02551 0.82348 1.39418 0.2 -0.3 -0.2
H 0.79465 0.83642 -1.50323 -1.7 -1.4 0.7
H -0.82161 1.16354 -0.98677 -1.8 1.5 0.6
```
Positions in Å, forces in eV/Å.

Computed properties:
energy	-21803.463	eV
E_LUMO	0.44	eV
structure (SMILES)	Cn1ccc(C#N)c1Cl
HOMO-LUMO gap	0.32554	hartree